Density functional theory data (wB97M-V/def2-TZVPD) for an isolated molecule of C20H29N3O4.

Properties
SMILES string = COc1ccccc1CN1CCNC(=O)[C@H]1CC(=O)NCC1CCOCC1
Total charge = 0
ΔE to the lowest compared entry with this formula, charge and spin = 1.221 eV
Frontier orbital gap = 9.2 eV
Calculated total energy = -33871.8606 eV
LUMO energy = 0.60 eV

CARTESIAN COORDINATES (ANGSTROEM)
C: 0.277 -4.295 -3.695
O: 0.064 -3.636 -2.471
C: 0.664 -4.130 -1.344
C: 1.549 -5.201 -1.351
C: 2.113 -5.650 -0.168
C: 1.786 -5.048 1.030
C: 0.898 -3.985 1.038
C: 0.334 -3.501 -0.132
C: -0.587 -2.303 -0.119
N: 0.095 -1.013 -0.159
C: 0.901 -0.840 -1.349
C: 1.104 0.652 -1.566
N: 1.650 1.222 -0.360
C: 1.505 0.721 0.876
O: 1.905 1.346 1.847
C: 0.861 -0.659 1.021
C: 0.022 -0.651 2.314
C: -1.200 0.241 2.145
O: -2.283 -0.176 1.790
N: -0.961 1.535 2.452
C: -1.893 2.586 2.124
C: -1.493 3.312 0.832
C: -2.598 4.259 0.360
C: -2.139 4.991 -0.903
O: -0.941 5.705 -0.698
C: 0.110 4.859 -0.297
C: -0.209 4.127 1.007
H: -0.338 -3.767 -4.422
H: -0.038 -5.342 -3.649
H: 1.326 -4.242 -4.005
H: 1.810 -5.694 -2.273
H: 2.803 -6.480 -0.193
H: 2.214 -5.404 1.956
H: 0.628 -3.533 1.980
H: -1.229 -2.314 0.761
H: -1.230 -2.335 -1.001
H: 0.371 -1.268 -2.199
H: 1.884 -1.337 -1.264
H: 1.793 0.836 -2.395
H: 0.138 1.118 -1.799
H: 2.058 2.146 -0.412
H: 1.711 -1.359 1.176
H: 0.657 -0.278 3.117
H: -0.312 -1.657 2.562
H: -0.012 1.807 2.663
H: -2.868 2.110 1.993
H: -1.946 3.295 2.955
H: -1.330 2.547 0.062
H: -3.513 3.706 0.147
H: -2.806 4.992 1.141
H: -2.876 5.735 -1.213
H: -2.003 4.263 -1.719
H: 0.982 5.507 -0.180
H: 0.317 4.123 -1.093
H: 0.632 3.491 1.284
H: -0.357 4.866 1.797

Atom charges from the Mulliken analysis, given in e for atoms 1 to 6: atom 1 (C): -1.05, atom 2 (O): -0.38, atom 3 (C): 0.56, atom 4 (C): -0.71, atom 5 (C): -0.61, atom 6 (C): -1.12



Density functional theory data (wB97M-V/def2-TZVPD) for an isolated molecule of C4H6N2O.

Properties
SMILES string = COC1=NCN=C1
Total charge = 0
ΔE to the lowest compared entry with this formula, charge and spin = 1.633 eV
Frontier orbital gap = 10.8 eV
Calculated total energy = -9271.8684 eV
LUMO energy = 0.75 eV

CARTESIAN COORDINATES (ANGSTROEM)
C: -1.057 0.606 -1.927
O: 0.221 0.725 -1.303
C: 0.303 0.185 -0.091
N: -0.604 -0.479 0.525
C: 0.046 -0.868 1.755
N: 1.329 -0.188 1.886
C: 1.525 0.315 0.727
H: -1.351 -0.443 -2.013
H: -0.950 1.061 -2.912
H: -1.812 1.138 -1.339
H: 0.481 -1.871 1.667
H: -0.619 -0.873 2.623
H: 2.488 0.692 0.400

Atom charges from the Mulliken analysis, given in e for atoms 1 to 6: atom 1 (C): -0.61, atom 2 (O): -0.40, atom 3 (C): 0.81, atom 4 (N): -0.53, atom 5 (C): -0.28, atom 6 (N): -0.50



Density functional theory data (wB97M-V/def2-TZVPD) for C4H6O2 as an isolated structure in a non-equilibrium geometry.

Properties
Total charge = 0
ΔE to the lowest compared entry with this formula, charge and spin = 4.092 eV
Frontier orbital gap (spin up / spin down) = 9.3 / 9.3 eV
Calculated total energy = -8336.3691 eV
LUMO energy (spin up / spin down) = -0.40 / -0.40 eV

CARTESIAN COORDINATES (ANGSTROEM)
C: -1.679 0.438 0.776
C: -0.515 0.460 -0.067
O: -1.407 0.246 -1.080
C: 0.532 -0.626 0.060
C: 1.767 -0.168 -0.685
O: 2.001 0.992 -0.925
H: -0.041 1.426 0.022
H: -1.762 -0.194 1.680
H: -2.409 1.225 0.683
H: 0.804 -0.754 1.116
H: 0.192 -1.599 -0.322
H: 2.482 -0.955 -0.988

Atom charges from the Mulliken analysis, given in e for atoms 1 to 6: atom 1 (C): -0.61, atom 2 (C): 0.48, atom 3 (O): -0.56, atom 4 (C): -0.71, atom 5 (C): 0.02, atom 6 (O): -0.47



Density functional theory data (wB97M-V/def2-TZVPD) for C28H30As2O3PRhS as an isolated structure in a non-equilibrium geometry.

Properties
Total charge = +2
Frontier orbital gap (spin up / spin down) = 6.9 / 6.9 eV
Calculated total energy = -180459.8893 eV
LUMO energy (spin up / spin down) = -7.83 / -7.83 eV

CARTESIAN COORDINATES (ANGSTROEM)
Rh: 0.101 0.610 0.047
C: -0.566 0.668 -3.751
As: -0.097 1.673 -2.180
C: -1.360 3.118 -2.059
C: 1.562 2.542 -2.612
C: 1.691 3.333 -3.751
C: 2.870 4.027 -3.973
C: 3.919 3.937 -3.066
C: 3.806 3.129 -1.944
C: 2.624 2.428 -1.726
As: 2.478 1.144 -0.305
C: 3.326 1.865 1.260
C: 3.590 -0.306 -0.926
H: -0.811 1.376 -4.542
H: -1.428 0.038 -3.548
H: 0.279 0.052 -4.048
H: -1.254 3.696 -2.977
H: -1.133 3.732 -1.192
H: -2.371 2.728 -1.972
H: 0.881 3.427 -4.465
H: 2.972 4.645 -4.854
H: 4.831 4.493 -3.238
H: 4.642 3.050 -1.261
H: 4.403 1.822 1.107
H: 3.051 1.275 2.132
H: 2.998 2.891 1.408
H: 4.520 0.117 -1.303
H: 3.079 -0.839 -1.724
H: 3.798 -0.989 -0.105
O: -1.461 3.117 2.605
S: -1.246 1.857 2.000
O: 0.177 1.342 2.019
O: -1.605 1.749 0.536
C: -2.230 0.639 2.770
C: -3.114 0.994 3.771
C: -3.942 0.016 4.310
C: -3.893 -1.284 3.835
C: -3.005 -1.631 2.821
C: -2.152 -0.674 2.293
P: -0.944 -1.148 1.042
C: 0.300 -2.174 1.832
C: 1.586 -1.688 2.055
C: 2.533 -2.479 2.687
C: 2.203 -3.759 3.107
C: 0.915 -4.241 2.916
C: -0.035 -3.455 2.288
C: -1.788 -1.938 -0.314
C: -1.751 -3.315 -0.555
C: -2.487 -3.847 -1.600
C: -3.246 -3.020 -2.417
C: -3.281 -1.650 -2.188
C: -2.557 -1.106 -1.141
H: -3.157 2.019 4.114
H: -4.639 0.280 5.094
H: -4.551 -2.036 4.249
H: -3.000 -2.648 2.449
H: 1.844 -0.679 1.774
H: 3.527 -2.091 2.868
H: 2.943 -4.376 3.599
H: 0.646 -5.229 3.265
H: -1.042 -3.840 2.190
H: -1.140 -3.972 0.045
H: -2.466 -4.914 -1.780
H: -3.819 -3.445 -3.231
H: -3.890 -1.011 -2.815
H: -2.636 -0.047 -0.926

Atom charges from the Mulliken analysis, given in e for atoms 1 to 6: atom 1 (Rh): 0.13, atom 2 (C): -1.02, atom 3 (As): 1.18, atom 4 (C): -1.24, atom 5 (C): 0.00, atom 6 (C): -0.70